Formula: C28H32N4O4
Source: the Open Molecules 2025 dataset
Level of theory: ωB97M-V/def2-TZVPD

Each line ends with the Löwdin charge.
CARTESIAN COORDINATES (ANGSTROEM)
O  0.4051  0.8034  2.3523  0.05
O  -1.1649  2.1151  -0.5175  0.07
O  -1.6642  -2.3026  -1.1060  0.08
O  -3.6397  -1.7972  2.9855  -0.19
N  0.4711  0.6518  -1.0093  0.05
N  -2.2905  3.8283  3.4269  0.12
N  -0.9218  -1.0998  0.6515  0.09
N  -0.3980  2.9183  2.5668  0.17
C  1.3096  -2.0187  -5.1145  -0.28
C  4.4954  -0.4943  -1.1580  -0.04
C  0.9135  -2.0443  -2.7359  -0.02
C  1.8474  0.2880  -1.0521  -0.23
C  0.0233  1.8495  -0.5738  -0.46
C  -1.5744  2.7180  3.2887  -0.28
C  2.6374  0.6735  -2.1280  -0.02
C  -0.0891  -0.3470  -4.0885  -0.02
C  -1.6534  -1.8503  1.6438  -0.13
C  0.5035  -0.8929  -5.2124  -0.04
C  1.9379  -2.6258  -6.3319  -0.05
C  3.7141  -0.8850  -0.0778  -0.26
C  -3.1508  1.4419  4.5268  -0.06
C  0.1111  -0.9153  -2.8387  -0.19
C  -3.9122  2.5944  4.6598  -0.07
C  -3.4295  3.7625  4.0922  -0.14
C  -5.0050  -1.4967  3.1103  -0.12
C  1.0740  2.8667  -0.1383  -0.07
C  -3.0877  -1.3257  1.7773  -0.22
C  1.6081  2.5626  1.2715  -0.07
C  -1.9566  1.4932  3.8309  0.00
C  1.5022  -2.5872  -3.8611  -0.03
C  -0.4877  -0.2782  -1.6108  -0.12
C  2.3835  -0.4879  -0.0352  0.02
C  -1.0759  -1.3383  -0.6621  -0.44
C  0.4879  1.9961  2.1259  -0.46
C  4.2784  -1.7408  1.0138  -0.04
C  3.9617  0.2788  -2.1739  -0.06
H  -1.3529  0.3377  -1.8991  0.16
H  -3.0792  -0.2227  1.7705  0.12
H  -0.2986  3.8781  2.2610  0.15
H  1.7597  -0.7803  0.7960  0.12
H  1.9013  2.8886  -0.8477  0.11
H  -1.6739  -2.9002  1.3450  0.13
H  0.5737  3.8370  -0.1470  0.12
H  5.3447  -1.5650  1.1357  0.08
H  -3.9729  4.6949  4.1700  0.11
H  2.9304  -3.0090  -6.1045  0.08
H  4.1365  -2.7934  0.7680  0.09
H  -5.3239  -1.8843  4.0762  0.09
H  2.2100  1.2653  -2.9235  0.13
H  0.3363  -0.4380  -6.1786  0.11
H  3.7739  -1.5462  1.9570  0.08
H  -1.1440  -1.7531  2.6031  0.12
H  2.1227  -3.4668  -3.7667  0.11
H  2.0145  -1.8977  -7.1359  0.07
H  -0.5070  -0.2369  0.9755  0.09
H  2.3932  1.8071  1.2155  0.11
H  1.3304  -3.4591  -6.6858  0.08
H  2.0180  3.4683  1.7208  0.12
H  1.0730  -2.5021  -1.7715  0.12
H  -1.3406  0.6198  3.7104  0.10
H  -3.6850  -1.6662  0.9198  0.13
H  -4.8498  2.5879  5.1927  0.10
H  4.5789  0.5721  -3.0098  0.11
H  -5.5913  -1.9733  2.3150  0.09
H  -3.4785  0.5073  4.9568  0.11
H  -0.7134  0.5305  -4.1831  0.12
H  5.5303  -0.8005  -1.2046  0.11
H  -5.1806  -0.4137  3.0711  0.08

Properties
LUMO	0.59	eV
energy above the lowest of the compared OMol25 structures with the same formula, charge and spin	16.2	kcal per mole
maximum force	0.0135	hartree/bohr
gap between HOMO and LUMO	9.30	eV
SMILES	COCCNC(=O)[C@H](c1ccc(C)cc1)N(C(=O)CCC(=O)Nc1ccccn1)c1cccc(C)c1

=====

Formula: C20H31N3OS
Source: the Open Molecules 2025 dataset
Level of theory: ωB97M-V/def2-TZVPD

Each line ends with the Löwdin charge.
CARTESIAN COORDINATES (ANGSTROEM)
S  -1.2702  -2.1663  -1.3191  0.75
O  -1.5749  1.6037  -1.8576  -0.13
N  -0.4797  -1.6376  0.9341  0.01
N  1.3952  2.6866  -2.4473  -0.19
N  1.0540  -1.1202  -0.5739  -0.06
C  1.5146  -0.9163  -1.7345  -0.36
C  2.0561  -2.6435  5.8906  -0.03
C  2.3248  3.7669  -2.0334  -0.12
C  -2.3401  3.5858  -2.9941  -0.05
C  1.3358  -2.4217  2.1208  -0.18
C  1.8619  -2.6671  3.2222  -0.07
C  1.2085  0.4278  -2.5401  -0.07
C  -1.9522  -1.1258  3.4502  -0.11
C  1.5672  1.5695  -1.6590  -0.48
C  1.4591  0.1388  0.5547  0.09
C  -0.3105  -1.5280  -0.2542  -0.99
C  -2.8671  1.3747  -2.0172  -0.24
C  0.0373  3.4471  -2.2685  -0.04
C  -3.5411  2.4999  -2.9750  -0.07
C  0.2346  -1.9326  2.0835  -0.20
C  -0.4982  -1.5765  3.5022  -0.07
C  1.3625  -2.3544  4.4645  -0.24
C  0.2068  -1.7864  4.7670  -0.01
C  1.1775  1.6009  -0.2658  -0.08
C  -1.2860  2.5793  -2.7609  -0.37
H  3.2592  3.3023  -2.4588  0.09
H  -0.8160  2.1339  -3.4982  0.09
H  -1.9784  -0.1091  2.7864  0.12
H  2.5177  -1.1469  -1.9141  0.10
H  -1.7012  -1.8786  1.0120  0.22
H  -3.5547  1.4920  -0.9341  0.18
H  2.4238  4.1882  -1.0291  0.09
H  1.2513  -0.0344  1.4191  -0.04
H  2.8055  1.5136  -1.7963  0.19
H  2.0278  -1.6755  6.5756  0.12
H  1.4706  0.4081  -3.4915  0.06
H  -2.4047  -0.8009  4.5412  0.12
H  -0.1241  0.3304  -2.6595  0.18
H  -3.7317  2.0676  -3.9333  0.10
H  2.7835  -0.0139  0.3553  0.20
H  0.2703  4.4121  -2.7621  0.10
H  3.0986  -2.9578  5.6758  0.07
H  -2.7499  -1.9041  3.1405  0.09
H  1.5674  -3.3298  6.4662  0.02
H  -3.1669  0.3884  -2.5433  0.13
H  2.1472  4.3707  -3.0174  0.12
H  0.0413  1.3591  -0.2377  0.15
H  -0.3598  -1.7963  5.4869  0.03
H  2.8870  -3.1344  3.1185  0.15
H  1.6222  2.3114  0.1714  0.03
H  -0.2236  3.6195  -0.9834  0.19
H  -2.4146  4.1335  -2.2701  0.02
H  -2.3789  3.9484  -4.0051  0.13
H  -4.2843  2.9071  -2.5720  0.01
H  1.2035  -1.6900  -2.4895  0.12
H  1.7367  -2.7139  1.1848  0.15

Properties
LUMO	0.61	eV
energy above the lowest of the compared OMol25 structures with the same formula, charge and spin	464.6	kcal per mole
maximum force	0.3563	hartree/bohr
gap between HOMO and LUMO	8.29	eV

=====

Formula: H3O3PS
Source: the Open Molecules 2025 dataset
Level of theory: ωB97M-V/def2-TZVPD

Each line ends with the Löwdin charge.
CARTESIAN COORDINATES (ANGSTROEM)
S  -1.7416  1.3480  -1.4641  0.70
P  1.4363  -1.2449  -0.1591  0.77
O  -0.6647  0.4675  -0.5135  -0.69
O  1.8243  -0.0783  0.9614  -0.36
O  0.4893  -2.1356  0.3914  -0.43
H  1.5988  -0.1328  1.9553  0.11
H  -2.1015  2.3355  -0.6011  -0.15
H  -0.8409  -0.5593  -0.5705  0.04

Properties
LUMO	0.04	eV
energy above the lowest of the compared OMol25 structures with the same formula, charge and spin	79.4	kcal per mole
maximum force	0.1042	hartree/bohr
gap between HOMO and LUMO	9.27	eV
SMILES	O=PO.OS

=====

Taking the records one at a time from the top gives HOMO level values of -8.708, -7.677, -9.235 eV.